Record 1
{"formula": "C29H29F15N5O19", "method": "the ωB97M-V functional and the def2-TZVPD basis", "e_homo_ev": -12.81, "orbital_gap_ev": 8.42, "lumo_ev": -4.39, "charge": 1, "largest_force_ha_per_bohr": 0.184, "species": ["O", "H", "H", "O", "O", "H", "C", "H", "N", "C", "N", "H", "F", "O", "N", "H", "H", "H", "C", "H", "H", "O", "H", "C", "C", "H", "F", "F", "F", "O", "O", "C", "O", "H", "C", "F", "H", "H", "C", "H", "H", "C", "H", "F", "H", "O", "O", "F", "C", "C", "H", "C", "N", "H", "O", "C", "H", "H", "C", "H", "F", "H", "O", "F", "F", "O", "C", "O", "O", "H", "C", "C", "F", "O", "H", "F", "C", "O", "O", "C", "F", "H", "C", "H", "C", "F", "C", "C", "C", "C", "C", "O", "C", "C", "C", "N", "F"], "positions_angstrom": [[9.54, -2.92, -0.91], [1.85, -0.01, 5.13], [-9.40, 5.56, -4.66], [-2.08, 4.93, -3.42], [1.65, 1.27, -2.02], [11.17, -5.07, -0.25], [-4.75, -0.47, 0.35], [-7.35, 5.79, -2.39], [1.15, -0.32, 1.78], [-9.18, -0.67, -1.86], [2.08, -0.73, -0.48], [0.59, 0.95, 4.36], [-7.61, 4.66, -4.60], [-10.67, 4.02, -1.46], [2.19, -0.41, 0.87], [-2.98, 3.10, -3.12], [12.54, -4.08, -0.80], [5.13, -2.02, 7.76], [-8.32, 6.04, -2.83], [4.55, -2.33, 0.37], [7.59, -1.86, -0.47], [-10.42, -0.40, -2.36], [-8.40, 1.57, -3.89], [4.55, -1.05, 5.92], [10.04, -2.58, 0.31], [-8.76, -0.04, -4.55], [-2.28, -2.10, 1.67], [-2.59, 4.08, -1.41], [-2.34, -4.00, -0.51], [-5.98, 1.29, -0.40], [-4.26, -0.06, -0.92], [1.88, 0.05, 3.02], [-8.97, -1.38, -0.92], [6.27, -3.17, 2.05], [4.93, -0.13, 0.59], [-1.29, -4.99, 1.41], [-8.29, 7.09, -3.14], [4.69, 0.25, -0.49], [3.54, -0.14, 1.41], [11.12, -2.69, -2.20], [5.50, -1.61, 2.78], [2.07, 0.38, -1.24], [6.15, -2.72, -1.43], [-11.13, 0.63, -4.22], [5.43, -0.27, 7.74], [-0.35, 3.57, -3.94], [6.70, -1.38, 6.57], [-1.06, 0.17, 2.67], [-0.84, -2.01, 1.56], [6.18, -2.02, 1.94], [-0.20, 3.57, -1.89], [-0.27, -2.90, 0.34], [3.33, 0.17, 2.85], [5.71, 0.61, 1.02], [-0.85, 5.34, -5.28], [-2.22, 3.74, -2.67], [-0.85, 2.07, -2.59], [6.33, -0.87, -1.42], [-9.85, 4.57, -2.14], [-4.76, -1.56, 0.43], [-6.50, 0.45, 1.61], [-10.46, 1.64, -2.62], [-9.31, 4.04, -3.28], [3.51, -0.21, 6.15], [-0.41, -5.22, -0.71], [7.62, -0.77, 4.59], [-0.84, 3.16, -2.68], [-8.21, -0.02, -2.56], [-9.34, 5.81, -1.88], [-6.89, -0.53, -0.10], [11.48, -4.06, -0.54], [6.66, -0.86, 5.31], [-0.33, -2.63, 2.78], [5.41, -0.45, 4.97], [7.22, -1.54, 2.07], [-0.66, 0.28, 0.40], [-4.98, 1.04, -1.28], [-4.75, 1.70, -2.26], [9.49, -1.84, 1.09], [-0.32, -0.48, 1.60], [10.16, -4.44, -2.44], [-4.12, -0.06, 1.14], [5.42, -1.18, 7.13], [4.18, -2.00, 5.53], [-1.10, -4.30, 0.17], [1.10, -3.32, 0.59], [-6.13, 0.11, 0.36], [-10.26, 0.73, -3.19], [10.63, -3.47, -1.62], [-1.07, 4.68, -4.30], [6.45, -1.81, -0.76], [11.25, -3.17, 0.55], [-8.70, 5.12, -3.95], [-8.85, 0.60, -3.67], [5.49, -1.65, 0.53], [1.40, 0.32, 4.25], [-0.40, -2.25, -0.96]], "mulliken_charge": [-0.264, 0.248, 0.243, -0.326, -0.420, 0.280, -0.375, 0.274, 0.194, 0.614, -0.915, 0.240, -0.273, -0.511, 0.752, 0.337, 0.275, 0.307, -0.420, 0.138, 0.054, -0.343, 0.185, 0.399, 0.629, 0.291, -0.208, -0.310, -0.195, -0.216, -0.284, 0.007, -0.555, 0.377, -0.783, -0.200, 0.286, 0.260, 0.432, 0.291, -0.180, 0.744, 0.289, -0.318, 0.293, -0.322, -0.302, -0.353, 0.637, -0.686, 0.200, 0.500, -0.342, 0.332, -0.513, 0.485, 0.147, 0.317, 0.642, 0.301, -0.341, 0.205, -0.189, -0.409, -0.228, -0.488, -0.245, -0.245, -0.342, 0.183, -0.440, 0.595, -0.288, -0.204, 0.311, -0.235, 0.612, -0.553, -0.486, 0.504, -0.274, 0.112, -0.494, 0.283, 0.538, -0.261, 0.537, 0.537, 0.263, 0.551, -0.866, -0.339, 0.291, -0.365, 0.748, -0.140, -0.226]}


Record 2
{"formula": "C29H29N3O9", "method": "the ωB97M-V functional and the def2-TZVPD basis", "e_homo_ev": -8.31, "e_above_lowest_kj_mol": 4.9, "orbital_gap_ev": 8.31, "lumo_ev": -0.01, "smiles": "O=C1c2c(O)cc(O)cc2O[C@H](c2ccc(O)c(O)c2)[C@H]1O.CNC(=O)[C@H](Cc1c[nH]c2ccccc12)NC(C)=O", "charge": 0, "largest_force_ha_per_bohr": 0.043, "species": ["N", "C", "H", "C", "N", "C", "H", "O", "C", "O", "C", "H", "C", "H", "H", "H", "O", "H", "C", "H", "C", "H", "C", "O", "O", "C", "H", "H", "H", "H", "C", "H", "O", "N", "C", "H", "H", "O", "H", "C", "C", "C", "O", "H", "H", "C", "C", "H", "C", "C", "H", "C", "H", "H", "H", "C", "C", "O", "H", "C", "C", "H", "C", "H", "C", "H", "C", "C", "C", "H"], "positions_angstrom": [[0.51, -3.90, -2.55], [-2.01, 2.86, 4.12], [-0.63, -4.89, -1.07], [-1.24, 4.25, 7.59], [3.71, -2.05, -1.83], [-0.78, 1.88, 7.64], [1.72, -4.60, -4.74], [-1.15, -3.56, -4.01], [2.25, -5.20, -7.32], [0.18, -4.68, -8.34], [0.96, -0.08, -2.88], [-4.27, 0.51, 3.87], [-0.82, 3.12, 8.28], [-1.94, 5.04, 5.72], [-0.18, 2.30, 9.85], [-0.56, -3.64, -6.31], [-0.37, 0.76, 8.33], [0.25, -3.44, -0.51], [0.04, -3.72, -3.79], [4.13, -3.47, -3.45], [-1.47, 3.55, -0.78], [-0.50, -0.03, 7.79], [-1.62, 4.15, 6.25], [-0.44, 3.20, 9.59], [-3.68, 1.06, 4.43], [1.49, 0.76, -0.65], [1.51, -3.95, -2.43], [-1.77, 0.76, 3.67], [-2.81, 3.60, 3.99], [1.28, 1.44, 0.17], [-1.16, 1.78, 6.30], [-3.79, 1.55, 0.01], [-3.31, 2.07, -0.68], [0.40, -3.97, -6.25], [1.06, -3.76, -4.95], [1.32, -1.67, -5.40], [2.32, -5.94, -6.52], [-3.90, 1.10, 1.70], [4.43, -2.31, -1.17], [3.54, -2.64, -3.06], [-1.59, 2.91, 5.58], [0.71, 0.80, -1.82], [0.42, 4.99, -0.90], [-0.10, 1.51, -1.89], [-1.21, -3.26, -1.50], [2.78, -1.05, -1.62], [-0.42, 4.22, -0.16], [-1.13, 0.81, 5.81], [-2.94, 1.71, 2.17], [1.93, -2.49, -5.02], [3.00, -4.42, -7.18], [2.54, -0.18, -0.54], [-1.27, 5.21, 8.11], [2.75, -2.64, -5.73], [2.42, -5.69, -8.27], [-2.56, 1.51, 3.64], [2.51, -2.06, -3.71], [-0.88, 3.25, 3.32], [0.57, 4.61, 1.71], [-0.32, -3.87, -1.34], [-1.09, 3.30, 1.97], [3.14, -0.22, 0.35], [-2.12, 2.59, 1.34], [-1.62, 3.66, -1.85], [0.86, -4.59, -7.33], [0.34, -0.04, -3.77], [-0.23, 4.09, 1.21], [-2.31, 2.73, -0.04], [2.00, -1.02, -2.81], [1.09, 5.40, -0.33]], "mulliken_charge": [-0.038, 0.152, 0.311, -0.858, 0.020, 1.264, 0.231, -0.697, -0.987, -0.675, -0.438, 0.366, 0.291, 0.401, 0.336, 0.248, -0.635, 0.353, 0.120, 0.418, -1.036, 0.308, -0.742, -0.593, -0.566, -0.038, 0.302, 0.231, 0.523, 0.427, -0.466, 0.396, -0.684, -0.075, 0.279, 0.303, 0.279, -0.865, 0.180, -0.470, -0.191, -0.668, -0.570, 0.379, 0.347, -0.773, 1.235, 0.139, 1.197, -1.064, 0.263, -1.288, 0.387, 0.339, 0.325, -0.038, 0.080, -0.451, 0.388, -1.032, -0.459, 0.387, 0.076, 0.383, 0.721, 0.401, -0.258, 0.062, 1.520, 0.288]}


Record 3
{"formula": "C29H29N3SiSr", "method": "the ωB97M-V functional and the def2-TZVPD basis", "e_homo_ev": [-5.50, -5.06], "orbital_gap_ev": [3.14, 2.32], "lumo_ev": [-2.36, -2.75], "charge": 0, "largest_force_ha_per_bohr": 0.067, "species": ["C", "H", "C", "H", "C", "H", "C", "H", "H", "C", "C", "C", "C", "N", "C", "H", "C", "H", "C", "H", "C", "H", "H", "H", "H", "H", "H", "C", "H", "H", "C", "H", "H", "C", "N", "C", "Si", "H", "H", "N", "H", "C", "H", "H", "C", "C", "H", "Sr", "C", "C", "H", "H", "C", "C", "C", "C", "C", "C", "C", "C", "H", "H", "H"], "positions_angstrom": [[1.85, -2.62, -4.54], [2.67, -4.18, -5.74], [-2.77, 1.30, 2.16], [0.84, -2.66, -4.97], [-2.54, -0.29, -5.44], [-3.18, -3.22, -3.67], [2.12, -1.42, 2.98], [3.19, 1.79, -2.77], [1.35, 4.77, 7.08], [-0.85, -0.80, -3.82], [-0.12, -1.90, 3.07], [1.69, 3.62, 5.27], [3.37, -1.60, -2.86], [-0.87, 2.14, 3.08], [-3.22, -1.45, -5.00], [1.80, 0.91, -1.82], [4.16, -3.32, -4.38], [1.47, 2.33, -3.02], [-2.46, -0.28, 0.46], [2.29, 2.46, -1.37], [-4.69, 0.17, 1.25], [-1.08, -2.40, 2.91], [-0.77, 0.95, -5.05], [-1.16, 4.73, 6.85], [-4.72, 1.72, 2.84], [1.23, -2.98, 1.64], [-1.73, -0.79, -0.17], [-0.52, 4.25, 6.12], [-4.17, -1.73, -5.46], [-2.19, 3.53, 4.87], [-0.30, 2.93, 4.10], [-4.19, -1.30, -0.30], [3.48, -0.90, -2.00], [1.54, -0.63, 4.01], [-1.95, 0.63, 1.31], [0.16, -0.92, 4.07], [0.80, -0.54, -2.91], [2.09, 0.00, 4.72], [-0.55, -0.56, 4.83], [-2.19, 2.14, 3.08], [-2.90, 0.32, -6.25], [-1.11, 3.59, 5.04], [-1.06, -2.52, -2.55], [1.47, 0.54, -3.79], [-2.72, -2.29, -3.98], [-4.17, 1.10, 2.13], [2.77, 3.64, 5.36], [0.43, 0.33, 1.65], [2.19, 1.88, -2.33], [1.11, 2.97, 4.19], [-5.77, -0.02, 1.23], [3.19, -1.49, 2.75], [-1.36, 0.07, -4.81], [-3.82, -0.54, 0.40], [1.09, -2.20, 2.40], [2.90, -3.42, -4.99], [2.08, -1.74, -3.47], [0.89, 4.26, 6.24], [-1.52, -1.95, -3.36], [4.40, -2.43, -3.31], [5.35, -2.40, -2.74], [1.71, 2.47, 3.41], [4.96, -4.00, -4.67]], "mulliken_charge": [-0.226, 0.347, -0.089, 0.297, -0.444, 0.389, -0.781, 0.320, 0.375, 0.486, -0.830, -0.723, -0.532, 0.492, -0.399, -0.133, -0.450, 0.309, 0.093, 0.267, -0.379, 0.393, 0.367, 0.368, 0.463, 0.398, 0.180, -0.563, 0.342, 0.440, 0.217, 0.457, 0.166, -0.413, -0.254, -0.327, 0.242, 0.449, 0.368, -0.545, 0.382, -0.188, 0.407, -0.256, -0.684, -0.291, 0.359, 1.660, -1.107, -0.183, 0.377, 0.419, -0.342, -0.645, -0.546, -0.489, 0.448, -0.406, -0.485, -0.401, 0.302, 0.210, 0.323]}


Computed values of total energy (unit: eV) for the preceding records, in sequence: -117643.748, -53442.825, -43722.708.